Record 1
14
Properties=species:S:1:pos:R:3:forces:R:3 method="wB97M-V/def2-TZVPD" e_lumo_ev=0.67 multiplicity=1 gap_ev=11.160 charge=0 smiles="COC(C)=O.O" relative_energy_ev=0.842
C 1.3137 1.0078 -2.2531 0.8 -0.7 0.0
O 0.2953 0.8108 -1.2559 -1.1 0.8 -0.2
C 0.6290 0.4617 -0.0074 3.5 -1.6 -0.3
C -0.4862 0.2656 0.9480 -1.5 0.6 -0.1
O 1.7951 0.1869 0.2740 -1.5 0.7 -0.1
H 0.8597 0.9741 -3.2578 -0.2 0.0 0.7
H 2.0269 0.1715 -2.1611 -0.1 0.4 -0.1
H 1.8678 1.9558 -2.1490 -0.4 -0.3 0.3
H -0.5166 -0.7327 1.4162 0.5 0.6 -0.4
H -1.4225 0.4191 0.3855 0.2 0.0 0.5
H -0.4257 1.0261 1.7447 0.0 -0.3 -0.3
O -2.2458 -2.4659 2.2012 0.8 0.9 -0.3
H -2.3786 -1.6892 1.6117 0.1 -0.9 0.7
H -1.3121 -2.3915 2.5029 -1.0 -0.1 -0.3

***

Record 2
15
Properties=species:S:1:pos:R:3:forces:R:3 method="wB97M-V/def2-TZVPD" e_lumo_ev=0.39 multiplicity=1 gap_ev=9.870 charge=0 smiles="O=C(O)CCS.O" relative_energy_ev=0.454
O -2.1570 1.8357 1.3566 0.3 0.8 -0.4
C -1.1907 1.2014 1.0452 -0.4 -2.1 0.5
O -0.5197 0.4667 1.9912 0.6 0.6 -0.4
C -0.7481 0.8371 -0.3637 0.4 0.7 0.5
C 0.7765 0.8233 -0.5648 -0.6 -0.2 0.0
S 1.2075 0.1883 -2.2515 -0.1 0.6 0.8
H -0.7249 0.8662 2.8456 -0.3 -0.2 0.2
H -1.0367 -0.1904 -0.6015 -0.6 0.3 0.1
H -1.2883 1.5742 -0.9483 0.1 -0.2 -0.7
H 1.1546 0.1336 0.1846 0.3 -0.1 -0.2
H 1.2577 1.7660 -0.3551 0.0 0.4 -0.2
H 1.6609 -0.9209 -1.7025 0.3 -0.7 -0.3
O 0.8338 -3.0716 -0.2534 0.4 -1.1 -0.7
H 0.8109 -2.2748 0.2463 -0.4 0.9 0.6
H -0.0367 -3.2348 -0.6286 0.0 0.2 0.2

***

Record 3
15
Properties=species:S:1:pos:R:3:forces:R:3 method="wB97M-V/def2-TZVPD" e_lumo_ev=0.41 multiplicity=1 gap_ev=9.767 charge=0 smiles="O=C(O)CCS.O" relative_energy_ev=0.252
O 1.1507 -1.7669 1.7758 -0.2 -0.3 0.1
C 0.9411 -0.8607 1.0251 0.3 0.6 -0.3
O 1.9154 0.0417 0.7081 -0.1 -0.1 0.0
C -0.3409 -0.4562 0.3434 -0.1 -0.5 0.1
C -1.0910 0.5420 1.2254 -0.4 0.2 0.2
S -2.0279 1.8111 0.3241 0.0 -0.2 -0.1
H 2.7051 -0.2045 1.2112 0.0 0.0 0.0
H -0.0873 -0.0512 -0.6253 0.0 0.3 -0.1
H -0.9659 -1.3293 0.1436 0.1 0.0 0.2
H -0.4660 1.0334 1.9629 0.4 0.1 -0.1
H -1.8406 0.0184 1.8138 -0.1 -0.1 0.0
H -0.9983 2.2570 -0.4071 0.0 0.1 0.0
O 0.0209 -0.4840 -3.2470 0.1 -0.1 0.1
H 0.2228 0.4104 -2.9476 0.1 -0.2 -0.1
H 0.8619 -0.9612 -3.3065 -0.2 0.3 0.1

***

Record 4
15
Properties=species:S:1:pos:R:3:forces:R:3 method="wB97M-V/def2-TZVPD" e_lumo_ev=0.68 multiplicity=1 gap_ev=11.008 charge=0 smiles="O=COO.COC" relative_energy_ev=5.192
O -1.3623 0.9605 -2.0423 1.8 -1.8 1.0
C -0.6820 -0.0140 -1.7775 0.1 1.2 -2.3
O 0.7407 0.0048 -2.0400 -1.9 -0.5 0.3
O 1.2997 -1.2772 -1.5946 0.3 1.6 -0.2
H -1.0452 -1.0510 -1.7109 0.2 0.3 0.5
H 1.9820 -0.8373 -1.0453 -0.3 -1.0 -0.1
C 0.8306 1.0546 0.7474 -2.3 -2.4 0.8
O -0.1125 -0.1781 0.3848 1.8 2.2 0.1
C -1.0081 -0.5478 1.4248 0.7 0.3 -0.1
H 1.2225 0.7294 1.7096 0.2 0.4 0.1
H 0.1786 1.9218 0.8490 0.1 0.0 0.0
H 1.6407 1.2522 0.0489 -0.5 -0.6 -0.4
H -0.4213 -0.9784 2.2407 -0.2 0.2 0.3
H -1.6574 -1.3515 1.0657 0.1 0.3 -0.3
H -1.6060 0.3118 1.7399 0.0 -0.2 0.2

***

Record 5
13
Properties=species:S:1:pos:R:3:forces:R:3 method="wB97M-V/def2-TZVPD" e_lumo_ev="3.71 / 3.62" multiplicity=2 gap_ev="2.974 / 8.506" charge=-1 relative_energy_ev=1.056
C 2.4522 -0.3792 -0.3910 -1.6 2.7 -0.2
S 1.0249 -1.4867 -0.9542 0.6 0.5 0.1
H 3.3898 -0.8758 -0.5370 0.6 -0.2 0.0
H 2.4384 0.6906 -0.9562 0.0 -2.5 1.1
H 2.2161 -0.1574 0.7063 0.6 -0.2 -1.1
H 0.5320 -1.3748 0.3153 -0.1 -0.2 0.0
O -3.2158 -0.0020 1.2366 -1.8 1.3 1.9
C -2.3848 0.0334 0.3976 3.0 -3.9 -1.8
C -1.2175 0.9048 0.1769 -0.9 2.6 -0.8
H -2.3131 -0.8703 -0.2619 -0.4 0.2 -0.4
H -1.7226 1.8139 0.6292 1.4 0.2 -1.0
H -1.0145 0.9046 -0.9554 -0.5 0.5 1.6
H -0.1852 0.7988 0.5938 -0.9 -0.7 0.4

***

Record 6
13
Properties=species:S:1:pos:R:3:forces:R:3 method="wB97M-V/def2-TZVPD" e_lumo_ev=-0.36 multiplicity=1 gap_ev=9.375 charge=0 relative_energy_ev=3.714
C -2.2652 -0.8208 1.0270 -1.2 2.1 1.4
C 2.4982 0.1324 -2.5565 1.2 -1.2 -2.1
C 2.5661 0.0377 -1.2531 -0.8 0.6 0.2
O -2.2612 1.3592 -0.1657 -0.2 0.9 0.4
S -2.6449 0.7591 1.1255 0.8 -1.6 -1.9
H -1.8079 -1.1760 0.1434 0.3 -0.6 -0.6
H -2.5979 -1.3555 1.8888 0.2 -0.8 0.2
H -1.7927 0.7827 3.8483 -0.2 -1.0 -0.2
H 3.4878 0.3255 -3.0718 -1.5 -0.3 0.1
H 1.6291 -0.2761 -3.1542 0.9 1.2 0.7
H 3.4638 0.1885 -0.7147 0.8 0.3 0.4
H 1.6648 -0.0295 -0.6983 -0.6 -0.6 0.7
H -1.9401 0.0729 3.5812 0.3 1.0 0.7

***

Record 7
14
Properties=species:S:1:pos:R:3:forces:R:3 method="wB97M-V/def2-TZVPD" e_lumo_ev=0.53 multiplicity=1 gap_ev=9.904 charge=0 smiles=OC[C@@H](S)CS relative_energy_ev=0.912
O -2.5316 -0.4361 -0.4043 1.0 0.9 1.2
C -1.2600 -0.8728 0.0619 1.4 0.2 -2.0
C -0.0587 0.0880 -0.3704 -1.3 -0.6 0.0
S -0.5303 1.8814 -0.0128 0.0 -1.0 0.3
C 1.1623 -0.5027 0.3149 -1.2 -0.1 1.7
S 2.7342 0.0885 -0.2654 0.3 1.3 -0.2
H -2.5440 0.4674 -0.0144 -0.8 -0.7 -0.5
H -1.0581 -1.8996 -0.3818 -0.3 1.3 0.7
H -1.1110 -0.8564 1.1242 -0.8 -0.5 0.9
H 0.0163 0.1441 -1.4274 0.3 -0.5 -1.0
H 0.6908 2.3803 0.1645 0.2 0.0 0.1
H 0.9490 -0.2775 1.4226 0.9 -0.5 -1.3
H 1.1723 -1.6311 0.1777 0.0 1.4 0.1
H 2.3688 1.4266 -0.3892 0.4 -1.2 0.1

***

Record 8
13
Properties=species:S:1:pos:R:3:forces:R:3 method="wB97M-V/def2-TZVPD" e_lumo_ev=-13.01 multiplicity=1 gap_ev=5.483 charge=+2 relative_energy_ev=1.062
Sn -1.2364 -1.0683 3.5300 0.5 0.9 -1.5
C 1.0799 0.8303 -0.6155 0.2 -0.3 -0.3
C -0.2943 0.3256 -0.1647 0.6 -1.2 -2.1
C -0.5435 -1.1411 -0.5494 -0.7 0.5 0.4
O -0.3094 0.4928 1.2365 -0.9 -0.9 3.0
H 1.1222 0.8517 -1.7045 0.0 0.1 0.0
H 1.8852 0.1842 -0.2659 -0.2 -0.4 0.0
H 1.3754 1.8082 -0.2356 -0.5 0.3 -0.1
H -1.1272 0.8825 -0.5938 0.1 0.4 0.0
H -1.5937 -1.4124 -0.4417 -0.4 0.3 0.1
H -0.0213 -1.8746 0.0648 0.7 0.1 -0.2
H -0.3715 -1.2594 -1.6192 0.4 -0.2 0.2
H 0.0347 1.3806 1.3588 0.1 0.5 0.7

***

Record 9
12
Properties=species:S:1:pos:R:3:forces:R:3 method="wB97M-V/def2-TZVPD" e_lumo_ev=-3.33 multiplicity=1 gap_ev=6.369 charge=0 relative_energy_ev=4.579
C -0.7170 0.5575 -1.1839 0.7 -1.7 -0.9
C -1.4687 -0.4792 -0.3649 0.3 -1.3 3.0
S 2.0447 -0.0994 0.1864 -0.6 0.3 -0.3
C -1.6665 0.1082 1.1181 -0.1 -2.1 1.1
H 0.2624 0.6477 -0.5935 -0.3 1.2 0.2
H -0.2274 0.1170 -2.0554 -0.5 -0.2 -0.4
H -1.3107 1.4301 -1.5618 1.0 -0.3 1.2
H -2.4043 -0.9056 -0.8172 0.8 0.8 0.4
H -0.8213 -1.3807 -0.0254 -0.7 1.3 -1.6
H -0.6524 0.2904 1.6037 -1.2 0.4 -1.0
H -2.0830 -0.6648 1.9000 0.4 1.1 -1.9
H -2.3656 0.9370 1.1518 0.3 0.4 0.1

***

Record 10
13
Properties=species:S:1:pos:R:3:forces:R:3 method="wB97M-V/def2-TZVPD" e_lumo_ev="-3.32 / -3.35" multiplicity=1 gap_ev="4.920 / 5.062" charge=0 relative_energy_ev=3.943
C 0.0763 0.4052 -1.8394 2.3 -2.4 4.9
C -0.4801 1.3583 0.9267 1.1 -0.9 3.6
C -0.1460 -1.7483 0.3378 2.7 1.2 -2.8
Si 0.5393 0.0057 0.0305 0.1 -0.8 0.8
S 2.6081 0.1002 0.5253 -1.6 0.4 -1.3
H 0.8262 0.2794 -2.5022 2.1 -0.8 -2.7
H -0.5733 1.1246 -2.0290 -3.1 3.3 -1.1
H -1.1077 0.9502 1.8451 1.2 0.6 -1.9
H 0.1861 2.1575 1.3870 -0.6 -1.1 -0.7
H -1.1359 1.8473 0.2963 -1.6 1.0 -1.4
H -0.8100 -1.7497 1.0740 -3.0 -0.1 3.2
H -0.5354 -2.2037 -0.5246 -1.5 0.0 -1.6
H 0.5524 -2.5268 0.4724 1.7 -0.4 1.1

***

Record 11
17
Properties=species:S:1:pos:R:3:forces:R:3 method="wB97M-V/def2-TZVPD" e_lumo_ev=3.52 multiplicity=1 gap_ev=7.941 charge=-1
C 1.3274 -1.3110 -0.1087 0.1 0.0 0.0
P 1.4905 0.2046 0.9144 -0.1 -0.1 0.0
O 2.5049 1.1148 -0.0641 -0.1 -0.1 -0.1
C -0.1378 0.9825 0.4875 0.1 0.1 0.0
C -1.2696 0.1460 1.1970 0.0 0.0 0.1
O -2.1675 -0.3684 0.2707 0.0 0.0 0.0
Al -1.7468 0.0792 -1.4067 -0.1 0.0 0.0
O -0.3596 1.0748 -0.8782 0.1 -0.1 0.0
H 0.4291 -1.8650 0.1671 0.0 0.0 0.0
H 1.2467 -1.0365 -1.1604 0.0 0.0 0.0
H 2.1949 -1.9545 0.0429 0.0 0.0 0.0
H 3.3869 1.0777 0.3036 0.2 0.1 0.1
H -0.1083 1.9846 0.9429 0.0 0.0 -0.1
H -1.7774 0.7916 1.9293 0.0 0.0 0.0
H -0.8222 -0.6730 1.7898 0.0 0.0 0.0
H -2.8456 0.9975 -2.1680 0.0 -0.1 0.0
H -1.3459 -1.2451 -2.2589 0.0 0.1 -0.1

***

Record 12
13
Properties=species:S:1:pos:R:3:forces:R:3 method="wB97M-V/def2-TZVPD" e_lumo_ev=0.85 multiplicity=1 gap_ev=11.072 charge=0 relative_energy_ev=1.067
B 0.7906 -1.2287 -0.1313 0.2 -1.1 2.2
C -1.1023 -0.4080 -0.1465 -4.5 -1.8 0.0
C 0.5776 1.3373 0.0099 0.7 0.4 5.6
C 0.1016 -0.0388 0.5852 1.7 1.7 1.3
H -0.0461 0.1069 1.6865 0.3 -0.7 -0.9
H 1.2160 -0.9554 -1.1808 0.5 -0.3 -0.6
H -0.7502 -0.5759 -1.1426 -0.4 -0.7 -1.4
H -1.8350 0.3894 -0.2878 0.2 0.4 0.1
H -1.8353 -1.2903 0.1884 2.1 1.5 -0.5
H 0.4713 1.4207 -1.0054 -0.1 0.3 -2.5
H -0.0395 2.1262 0.5842 0.9 -0.8 -1.3
H 1.6549 1.4648 0.4002 -1.5 0.1 -1.1
H 0.7964 -2.3484 0.4400 0.0 1.0 -1.0

***

Record 13
14
Properties=species:S:1:pos:R:3:forces:R:3 method="wB97M-V/def2-TZVPD" e_lumo_ev=3.16 multiplicity=1 gap_ev=7.676 charge=-1 relative_energy_ev=0.000
B -1.3228 1.0554 1.0150 0.0 0.0 0.0
C 0.1014 0.3304 0.7052 -0.2 -0.1 0.0
I 1.7886 1.5219 1.5061 0.1 0.0 0.0
C 0.3626 0.0226 -0.7757 0.1 0.0 0.0
C 0.7547 -1.4366 -1.0589 0.1 0.1 -0.1
H -1.4787 1.2488 2.2172 0.0 0.0 -0.1
H -1.4182 2.0994 0.3725 0.0 0.0 0.0
H -2.1622 0.2386 0.6036 0.0 0.0 0.0
H 0.2299 -0.5789 1.2956 0.1 0.1 0.0
H -0.5565 0.2708 -1.3119 0.0 0.0 0.0
H 1.1368 0.6790 -1.1732 -0.1 0.0 -0.1
H 0.4464 -2.0903 -0.2418 -0.1 0.0 0.0
H 1.8343 -1.5496 -1.1829 0.0 0.0 0.1
H 0.2837 -1.8114 -1.9709 0.0 0.0 0.0

***

Record 14
15
Properties=species:S:1:pos:R:3:forces:R:3 method="wB97M-V/def2-TZVPD" e_lumo_ev=0.76 multiplicity=1 gap_ev=10.901 charge=0 smiles="CCCO.B=O" relative_energy_ev=2.513
C 0.8710 1.2639 -0.0171 -2.7 -0.6 -0.3
C 1.5946 0.0873 -0.5882 0.4 -1.3 4.5
C 0.9391 -1.2532 -0.0360 3.2 -0.9 -3.0
O -0.4691 -1.1741 -0.1676 1.0 -1.7 3.1
H 1.2814 2.0983 -0.5013 0.1 1.7 -0.6
H -0.2650 1.1414 -0.2256 1.9 0.7 0.3
H 0.9809 1.3954 1.0525 0.1 -0.2 0.2
H 2.6105 0.1637 -0.1474 -0.2 -0.4 -0.6
H 1.6667 0.1438 -1.6213 -0.1 -0.2 -2.0
H 1.4977 -2.0627 -0.7197 -1.8 1.1 0.7
H 1.4095 -1.6668 0.9058 -1.7 1.3 -0.2
H -0.7001 -0.8875 -1.0145 -0.3 0.6 -2.1
B -3.7043 0.2634 1.0194 -0.4 -0.5 0.7
O -4.1572 0.8035 0.0667 -0.1 0.8 -1.3
H -3.5557 -0.3164 1.9943 0.6 -0.3 0.6

***

Record 15
14
Properties=species:S:1:pos:R:3:forces:R:3 method="wB97M-V/def2-TZVPD" e_lumo_ev="-6.21 / -6.21" multiplicity=1 gap_ev="7.911 / 7.910" charge=+1 relative_energy_ev=2.896
C 0.2674 1.7546 1.6403 1.5 -1.1 0.3
C 1.5148 -1.5794 -0.9933 -1.1 0.7 1.1
C 0.1932 1.4963 0.2305 1.7 -0.4 -0.6
N 0.4776 -1.0365 -0.0416 1.9 1.7 -0.8
Br 1.4931 1.8261 -0.9862 -0.1 0.3 0.1
H -0.6396 1.3304 2.0729 0.3 0.2 0.5
H 0.3046 2.8490 1.7324 0.0 0.0 0.3
H 1.2333 1.2983 1.9799 -0.8 0.7 0.5
H 1.2540 -1.2806 -2.0090 0.4 0.6 0.1
H 2.5182 -1.3079 -0.6404 -0.4 0.0 -0.5
H 1.3987 -2.6466 -1.0471 0.3 -0.7 0.4
H -0.7800 1.4178 -0.0686 -2.2 -0.4 -1.8
H 0.7363 -0.8290 0.9066 -0.1 -1.0 0.2
H -0.4217 -1.3703 -0.2322 -1.4 -0.6 0.3

***

Record 16
16
Properties=species:S:1:pos:R:3:forces:R:3 method="wB97M-V/def2-TZVPD" e_lumo_ev=0.54 multiplicity=1 gap_ev=9.511 charge=0 smiles="CN(C)[P@@](C)(=S)Br" relative_energy_ev=0.160
C -1.0853 1.1191 -0.0109 -0.9 -0.7 -4.2
N -0.2174 0.0397 -0.5799 0.2 0.9 1.0
C -0.6886 -0.6816 -1.7531 0.4 -1.2 -0.5
P 1.2074 -0.3884 0.1467 -0.6 0.8 0.9
C 0.8229 -0.1038 1.9156 -1.4 -0.8 0.1
S 1.7127 -2.1808 -0.1522 0.7 -1.1 -0.3
Br 2.8218 1.1199 -0.4204 -0.5 -0.3 0.2
H -1.3315 1.9189 -0.8147 0.6 -1.2 1.2
H -1.9657 0.5109 0.1014 -1.0 0.6 0.7
H -0.7918 1.6238 0.8549 0.8 0.3 1.3
H -1.7880 -0.9494 -1.8259 1.0 0.6 0.8
H -0.4693 -0.0443 -2.6371 0.0 -0.9 0.1
H -0.1269 -1.7011 -1.6843 -0.9 1.9 -0.9
H 0.9241 0.8606 2.3583 0.6 0.8 0.0
H -0.2866 -0.2626 1.9387 0.9 -0.2 0.0
H 1.2623 -0.8810 2.5628 0.1 0.4 -0.6

***

Record-wise maximum force values, in eV/A: 3.86 2.18 0.73 3.42 5.22 2.85 2.46 3.24 3.30 5.91 0.23 5.67 0.17 4.70 2.92 4.34
Record-wise DFT total energy values, in eV: -9382.96038 -20218.49663 -20218.69878 -11426.07736 -16120.72410 -16119.52383 -26957.69665 -11097.92212 -14071.34230 -21949.69465 -25288.76144 -3931.20943 -12034.67115 -8027.62550 -74780.11412 -94914.32925